DFT (ωB97M-V/def2-TZVPD) results for CuH16O8 as an isolated structure.

Geometry as XYZ:
```
25
Properties=species:S:1:pos:R:3:forces:R:3:lowdin_charge:R:1
Cu 22.904361 21.548445 17.336774 -0.1360 -0.0791 0.0460 0.326
O 22.207461 20.693523 19.383780 0.0385 0.0372 0.1087 -0.021
O 24.327284 23.031255 18.672389 0.0052 -0.0969 -0.0148 -0.032
O 23.165706 19.702927 14.294161 -0.1746 0.1393 0.1088 -0.047
O 20.936308 22.426317 16.714996 0.0884 -0.0294 -0.1741 -0.019
O 21.588597 19.459329 16.798621 -0.1106 0.1554 0.0460 -0.038
O 24.996319 20.455011 17.241586 0.1379 0.0467 0.0130 -0.028
O 22.123356 25.193988 18.348145 -0.0265 -0.1591 -0.0143 -0.053
O 23.878485 22.773227 15.634956 0.0765 0.1387 -0.0666 -0.026
H 20.771553 19.425022 16.284404 0.1136 -0.0809 0.0465 0.078
H 21.364485 20.893037 19.813294 0.0971 0.0622 -0.0982 0.085
H 24.933719 23.434896 18.039459 -0.0653 0.0099 0.0803 0.065
H 21.385671 19.059876 17.653642 0.1235 -0.0194 -0.1046 0.063
H 25.525648 20.157653 16.491062 -0.1533 -0.0844 0.0489 0.073
H 20.038947 22.142248 16.924271 0.1004 0.0353 0.0514 0.080
H 22.592259 24.400292 18.638156 0.0497 0.1824 -0.0791 -0.007
H 22.604937 25.509761 17.577115 0.0006 0.0097 0.0888 0.033
H 23.459862 23.164753 14.857012 0.0337 -0.1042 0.0708 0.084
H 24.886566 22.752748 19.408523 -0.0725 0.1227 -0.0316 0.078
H 22.861726 20.754691 20.090611 -0.1033 -0.0523 -0.0247 0.074
H 24.825930 22.898657 15.499890 -0.0911 -0.0694 -0.0182 0.075
H 25.430081 20.073977 18.014904 -0.0858 -0.0277 -0.0877 0.076
H 20.868912 22.881961 15.867647 -0.0512 0.0493 0.1434 0.077
H 24.060551 20.052128 14.289136 -0.0560 0.0256 0.0021 0.022
H 22.808967 19.869338 15.179997 0.2611 -0.2116 -0.1407 -0.019
```
Positions in Å, forces in eV/Å.

ΔE to the lowest compared entry with this formula, charge and spin: 33.69 kJ/mol
Spin multiplicity: 1
Gap between HOMO and LUMO: 8.6 eV
E: -61273.906 eV
Total charge: +1
E_HOMO: -12.2 eV

DFT (ωB97M-V/def2-TZVPD) results for C21H20FN4O2SiY as an isolated structure.

Geometry as XYZ:
```
50
Properties=species:S:1:pos:R:3:forces:R:3:lowdin_charge:R:1
Y -10.796555 -13.017514 3.514052 -1.1494 -1.5766 -1.0754 1.693
Si -10.674429 -15.881408 5.172874 0.0197 -1.4593 -0.3213 0.475
F -12.323445 -13.314402 1.888309 -0.5130 -1.4258 0.1730 -0.145
O -5.304894 -9.119808 5.628160 -4.6368 0.9190 2.3565 0.046
O -6.475393 -8.064949 7.260877 -0.2946 -3.0486 -3.8651 0.094
N -11.191987 -11.358647 4.960289 0.5633 2.7570 0.4356 -0.038
N -6.458951 -8.830799 6.208155 7.5239 3.9623 3.0300 -0.226
N -9.028994 -11.637037 3.256357 1.9466 1.8870 -2.3147 -0.059
N -11.530431 -14.995313 3.871274 0.7052 0.1361 1.6494 -0.267
C -8.013802 -11.692532 2.324520 -2.2775 -1.8761 0.3752 -0.077
C -12.599752 -15.463653 3.134515 0.1756 1.1290 -0.9980 -0.331
C -11.131739 -9.270288 6.846931 -0.6446 -0.6744 0.3744 0.088
C -13.980090 -15.019183 1.136539 0.0480 0.7619 -0.9346 -0.020
C -9.414540 -14.639955 5.776894 -1.6195 1.6176 0.6626 -0.162
C -11.662905 -16.433733 6.713127 0.4546 1.3199 -0.2474 -0.157
C -13.272044 -16.670769 3.311375 0.3232 0.6849 -0.7676 -0.010
C -8.900554 -10.721052 4.255719 0.8100 -1.4762 0.0209 -0.166
C -12.254521 -10.059131 6.669214 0.3735 1.2090 0.0323 0.013
C -9.794381 -17.398779 4.331968 -1.0403 1.1324 0.8192 -0.146
C -6.568488 -10.500882 3.716685 1.8784 -0.6767 -0.8202 0.102
C -6.742777 -11.306440 2.556174 1.2177 1.5368 1.9092 0.017
C -12.281305 -11.039958 5.679986 2.4052 -0.1676 0.8469 -0.054
C -8.860027 -8.792131 6.296303 5.5773 0.2512 -0.5371 0.132
C -7.632690 -9.260088 5.686333 -4.3283 0.0433 0.0613 -0.073
C -7.633442 -10.183551 4.587073 -1.0644 0.5436 -0.5725 -0.030
C -10.038390 -10.484916 5.055559 -2.2063 -1.4184 1.0688 -0.092
C -13.030688 -14.666431 2.032798 0.4613 -0.8561 1.1546 -0.093
C -14.632719 -16.237378 1.312579 -0.6901 0.0802 0.5505 -0.051
C -14.221187 -17.027382 2.377984 -1.6088 -0.9419 -0.3113 -0.062
C -9.983588 -9.505277 6.046287 -2.8169 -0.5928 -0.5040 -0.154
H -8.749807 -17.477943 4.639476 -0.2299 -0.3949 0.2735 0.033
H -9.783592 -17.216969 3.264416 -0.1318 -0.1165 -0.3256 0.019
H -14.126583 -14.375144 0.283878 -0.4832 0.1468 -0.0666 0.132
H -5.555644 -10.101313 3.963194 -1.1677 -0.5213 -0.3046 0.136
H -14.792492 -17.956344 2.458178 0.4354 0.1584 0.4110 0.127
H -8.422738 -14.690188 5.454528 1.6273 -0.2335 -0.6181 0.023
H -15.598730 -16.497885 0.811063 1.4503 0.2539 -0.0508 0.142
H -12.701243 -16.046191 6.714514 0.4943 -0.5222 0.0677 0.042
H -11.593921 -17.489929 6.536128 -0.5990 -0.7954 0.5062 0.009
H -13.138498 -9.967420 7.275202 -0.0602 0.2416 0.2213 0.130
H -5.922141 -11.671351 1.916316 -0.4617 0.8175 0.3080 0.149
H -13.019237 -17.291594 4.145807 0.0838 -0.3639 0.2588 0.108
H -8.240487 -12.186903 1.376607 -0.1458 -0.2399 0.3858 0.135
H -13.094458 -11.714364 5.758568 -0.7602 -0.7175 -0.7793 0.127
H -9.421700 -14.486810 6.870700 0.0606 -0.5287 -0.3544 0.068
H -10.425728 -18.278538 4.558267 0.7684 0.1297 -0.1999 0.039
H -9.797648 -13.624354 5.514654 0.3402 0.1994 0.1069 -0.037
H -11.170964 -16.186428 7.700336 -0.4590 -0.2540 -1.1943 0.059
H -8.807062 -7.956553 7.019351 0.0018 -0.7907 -0.4270 0.163
H -11.025039 -8.558052 7.677058 -0.3567 -0.2493 -0.4699 0.155
```
Positions in Å, forces in eV/Å.

ΔE to the lowest compared entry with this formula, charge and spin: 240.85 kJ/mol
Spin multiplicity: 1
Gap between HOMO and LUMO: 5.4 eV
E: -43778.428 eV
Total charge: +2
E_HOMO: -13.6 eV

DFT (ωB97M-V/def2-TZVPD) results for a 2-piece molecular cluster, CHClO2PS overall.

Geometry as XYZ:
```
7
Properties=species:S:1:pos:R:3:forces:R:3:lowdin_spin:R:1
Cl -0.633342 -1.816400 0.682990 0.0234 -0.5956 0.1707 0.004
S 2.780196 0.221080 1.093894 -1.9288 -2.3948 3.3284 0.510
P -1.248217 -0.070198 -0.294719 -0.5123 -0.3791 -2.8971 0.000
O -0.163159 0.875723 -0.101920 1.3558 1.5131 1.5705 0.002
O -1.656877 -0.274582 -1.710189 -0.3020 -0.9535 0.0508 0.000
C 3.373154 1.004893 -0.010247 1.8584 2.4103 -3.3690 1.483
H -2.451755 0.059483 0.340190 -0.4945 0.3996 1.1458 0.000
```
Positions in Å, forces in eV/Å.

Expectation value of S²: 2.025
ΔE to the lowest compared entry with this formula, charge and spin: 226.41 kJ/mol
Spin multiplicity: 3
Gap between HOMO and LUMO (spin up / spin down): 6.7 / 5.3 eV
E: -37792.928 eV
Total charge: -1
E_HOMO (spin up / spin down): -3.7 / -5.2 eV

Question: The highest E belongs to which entry?
Answer: CHClO2PS